Entry 1:
Below is the molecule C11H23NOSi, with properties calculated with ωB97M-V/def2-TZVPD.

2S+1 = 1
Energy relative to the best compared isomer or geometry (same formula, charge and spin) = 129.4 kJ/mol
SMILES = CC[C@@H](C)[C@@H](C)[C@H](C#N)O[Si](C)(C)C
Gap between HOMO and LUMO = 10.9 eV

Each line ends with the Mulliken charge.
Cartesian coordinates (Å):
N1 0.73 0.94 -2.02  -0.699
C1 0.14 0.60 -1.05  0.236
O1 0.07 1.14 1.14  -0.248
C2 -1.22 -2.82 -2.64  -1.492
C3 0.97 -1.67 1.02  -1.926
C4 -1.52 -3.39 0.26  -1.386
C5 -0.55 0.31 0.16  0.411
C6 -0.31 -2.36 -1.53  -0.335
C7 -0.42 -1.14 0.75  0.322
C8 -1.13 -2.10 -0.25  0.200
C9 1.03 3.32 2.57  -1.166
C10 2.36 2.65 -0.09  -1.277
C11 -0.51 3.80 -0.01  -0.963
Si1 0.68 2.68 0.91  0.527
H1 -0.86 -2.82 -3.70  0.372
H2 -1.75 -3.71 -2.32  0.285
H3 -1.96 -2.10 -2.74  0.439
H4 1.66 -1.50 0.26  0.423
H5 1.02 -2.73 1.03  0.510
H6 1.38 -1.15 1.93  0.304
H7 -2.21 -4.04 -0.36  0.398
H8 -0.58 -3.98 0.57  0.173
H9 -2.15 -3.27 1.12  0.451
H10 -1.61 0.63 0.03  0.243
H11 0.47 -3.11 -1.31  0.301
H12 0.30 -1.52 -1.92  0.257
H13 -1.04 -1.18 1.67  0.435
H14 -2.07 -1.51 -0.52  0.182
H15 1.29 4.36 2.53  0.356
H16 0.18 3.26 3.18  0.338
H17 1.94 2.77 2.87  0.279
H18 2.70 3.53 -0.65  0.375
H19 2.34 1.90 -0.82  0.479
H20 3.23 2.47 0.56  0.292
H21 -1.11 2.99 -0.51  0.231
H22 -1.31 4.23 0.64  0.311
H23 -0.17 4.54 -0.76  0.363


Entry 2:
Below is a cluster of 3 separate species, C11H24B2NO11P in total, with properties calculated with ωB97M-V/def2-TZVPD.

2S+1 = 1
SMILES = C[C@@H](O)CB(B(N)O)P(=O)(O)O.C[C@@H]1COC(=O)O1.C[C@@H]1COC(=O)O1
Gap between HOMO and LUMO = 8.7 eV

Each line ends with the Mulliken charge.
Cartesian coordinates (Å):
C1 5.27 -0.54 -1.74  -1.492
C2 4.64 0.16 -2.93  0.609
O1 5.67 0.53 -3.86  -0.606
C3 3.63 -0.76 -3.63  -0.602
B1 2.11 -0.55 -3.32  -0.009
B2 1.10 -1.92 -3.28  0.503
N1 0.95 -2.75 -4.48  -0.643
O2 0.46 -2.33 -2.15  -0.455
P1 1.33 1.19 -3.09  0.929
O3 1.26 1.88 -4.37  -0.702
O4 2.06 2.07 -1.95  -0.533
O5 -0.16 0.99 -2.47  -0.524
H1 5.74 -1.46 -2.07  0.382
H2 4.48 -0.81 -1.03  0.261
H3 6.00 0.11 -1.26  0.380
H4 4.16 1.08 -2.58  0.317
H5 5.69 1.49 -3.93  0.351
H6 3.74 -0.67 -4.72  0.255
H7 3.87 -1.79 -3.38  0.323
H8 1.65 -3.49 -4.56  0.252
H9 1.07 -2.18 -5.32  0.270
H10 0.04 -1.60 -1.69  0.250
H11 1.73 1.91 -1.06  0.294
H12 -0.11 0.79 -1.52  0.178
C4 -0.33 -3.06 1.50  -1.415
C5 -0.13 -1.72 2.14  0.545
C6 -1.40 -0.98 2.53  -0.562
O6 -1.00 0.40 2.41  -0.285
C7 0.01 0.46 1.53  0.643
O7 0.44 1.48 1.08  -0.562
O8 0.46 -0.77 1.22  -0.304
H13 -0.90 -3.72 2.16  0.394
H14 -0.87 -2.95 0.55  0.316
H15 0.62 -3.53 1.27  0.364
H16 0.54 -1.80 3.00  0.239
H17 -1.74 -1.19 3.54  0.377
H18 -2.22 -1.17 1.83  0.242
C8 -3.93 3.23 2.45  -1.393
C9 -4.83 2.17 3.04  0.442
C10 -5.20 2.36 4.50  -0.478
O9 -5.37 1.01 4.95  -0.341
C11 -4.62 0.21 4.16  0.663
O10 -4.38 -0.94 4.38  -0.534
O11 -4.16 0.90 3.09  -0.259
H19 -4.40 4.21 2.54  0.390
H20 -2.97 3.24 2.97  0.328
H21 -3.74 3.03 1.40  0.342
H22 -5.73 2.05 2.43  0.235
H23 -6.11 2.93 4.65  0.313
H24 -4.38 2.82 5.07  0.308


Entry 3:
Below is a cluster of 2 separate species, C11H24Cl2N4O4P in total, with properties calculated with ωB97M-V/def2-TZVPD.

2S+1 = 1
Energy relative to the best compared isomer or geometry (same formula, charge and spin) = 0.0 kJ/mol
Total charge = +1
Gap between HOMO and LUMO = 9.0 eV

Each line ends with the Mulliken charge.
Cartesian coordinates (Å):
C1 4.91 0.72 3.70  -1.588
C2 3.55 0.82 4.39  0.033
Cl1 3.74 0.57 6.15  -0.118
C3 2.94 2.24 4.09  -0.286
Cl2 2.39 3.20 5.50  -0.089
N1 1.90 2.18 3.10  -0.089
C4 0.82 1.40 3.16  0.384
N2 -0.15 1.39 2.22  -0.433
C5 -0.99 0.48 2.66  -0.064
N3 -0.61 -0.08 3.80  -0.297
N4 0.56 0.53 4.14  0.205
H1 5.25 -0.31 3.84  0.416
H2 4.74 0.83 2.63  0.381
H3 5.62 1.44 4.09  0.394
H4 2.93 0.00 4.02  0.447
H5 3.75 2.83 3.67  0.504
H6 1.93 2.83 2.32  0.250
H7 -1.91 0.19 2.17  0.452
H8 -1.11 -0.80 4.30  0.215
H9 1.05 0.26 4.99  0.259
O1 0.68 -1.05 -2.89  -0.797
P1 -0.78 -1.24 -2.74  0.978
O2 -1.47 -0.86 -4.14  -0.249
C6 -1.17 -1.65 -5.31  -0.343
C7 -1.89 -2.98 -5.28  -0.938
O3 -1.19 0.08 -1.85  -0.345
C8 -0.22 0.73 -1.02  0.072
C9 0.24 2.02 -1.67  -1.209
O4 -1.92 -2.16 -2.11  -0.295
C10 -3.14 -1.69 -1.53  0.085
C11 -4.08 -1.02 -2.52  -0.956
H10 -0.09 -1.79 -5.39  0.310
H11 -1.50 -1.06 -6.16  0.314
H12 -1.52 -3.61 -4.47  0.266
H13 -1.73 -3.52 -6.22  0.403
H14 -2.96 -2.85 -5.13  0.193
H15 0.62 0.07 -0.82  0.380
H16 -0.71 0.95 -0.07  -0.040
H17 0.57 1.85 -2.69  0.327
H18 1.06 2.47 -1.11  0.333
H19 -0.59 2.74 -1.72  0.326
H20 -2.94 -1.04 -0.68  -0.020
H21 -3.62 -2.58 -1.13  0.379
H22 -3.70 -0.06 -2.85  0.266
H23 -5.05 -0.86 -2.04  0.417
H24 -4.22 -1.65 -3.40  0.167


Entry 4:
Below is a structure of composition C11H24ClI2N2O3P, with properties calculated with ωB97M-V/def2-TZVPD.

2S+1 = 1
Gap between HOMO and LUMO = 2.7 eV

Each line ends with the Mulliken charge.
Cartesian coordinates (Å):
C1 4.48 0.22 1.92  -1.110
C2 4.15 1.68 1.36  -0.023
O1 3.10 2.22 2.20  -0.540
C3 3.72 1.55 -0.18  -0.516
N1 3.00 0.24 -0.35  -0.243
C4 2.57 0.08 -1.78  -0.644
C5 1.20 -0.74 -1.76  -0.334
O2 0.03 0.04 -2.14  -0.465
P1 -1.00 0.35 -0.85  0.794
I1 -0.20 2.10 0.69  -0.094
C6 -2.64 0.93 -1.64  -0.529
C7 -3.46 1.95 -0.74  -0.576
C8 -4.10 1.26 0.56  0.295
N2 -3.78 1.66 1.92  -0.467
O3 -4.94 0.36 0.37  -0.502
C9 -1.44 -1.13 0.20  -0.917
C10 -1.82 -2.45 -0.61  0.546
C11 -2.88 -3.24 0.33  -1.699
Cl1 -0.36 -3.60 -0.81  -0.222
H1 5.12 -0.38 1.19  0.301
H2 5.04 0.38 2.90  0.355
H3 3.54 -0.37 2.16  0.273
H4 5.07 2.34 1.43  0.308
H5 2.82 3.09 1.87  0.327
H6 4.64 1.51 -0.86  0.363
H7 3.06 2.44 -0.49  0.344
H8 2.17 0.30 0.26  0.105
H9 2.53 1.05 -2.36  0.299
H10 3.36 -0.60 -2.26  0.344
H11 1.12 -1.27 -0.77  0.233
H12 1.31 -1.56 -2.56  0.296
H13 -3.28 0.06 -1.97  0.446
H14 -2.31 1.52 -2.57  0.365
H15 -4.36 2.28 -1.36  0.355
H16 -2.89 2.90 -0.47  0.349
H17 -2.97 2.28 1.95  0.251
H18 -3.63 0.82 2.48  0.315
H19 -2.26 -0.85 0.93  0.304
H20 -0.52 -1.37 0.85  0.595
H21 -2.26 -2.19 -1.63  0.288
H22 -3.13 -4.19 -0.23  0.475
H23 -3.79 -2.58 0.56  0.314
H24 -2.36 -3.58 1.32  0.338
I2 -1.66 -5.49 0.94  -0.695


Entry 5:
Below is a structure of composition C11H24ClI2N2P2Rh, with properties calculated with ωB97M-V/def2-TZVPD.

2S+1 = 5
<S²> = 6.0153
Energy relative to the best compared isomer or geometry (same formula, charge and spin) = 0.0 kJ/mol
Total charge = +2
Gap between HOMO and LUMO (spin up / spin down) = 8.4 / 5.2 eV

Each line ends with the Löwdin spin population.
Cartesian coordinates (Å):
I1 -3.17 -0.22 -3.67  1.297
I2 -2.02 -2.26 -1.85  0.710
Rh1 -0.32 0.21 -0.61  1.153
P1 1.38 -0.45 -1.96  0.165
C1 2.21 -1.93 -1.32  0.046
C2 0.76 -0.85 -3.59  0.016
H1 1.61 -1.21 -4.18  0.005
H2 3.46 0.37 -2.77  0.006
H3 0.29 0.04 -4.02  0.001
H4 2.33 1.72 -2.43  0.000
H5 1.50 -2.75 -1.24  0.002
H6 0.00 -1.64 -3.49  -0.001
C3 2.72 0.77 -2.06  0.019
H7 3.01 -2.19 -2.03  0.010
H8 3.19 0.90 -1.08  0.001
H9 2.66 -1.73 -0.34  0.000
P2 -1.98 1.33 0.44  0.153
C4 -2.45 0.55 2.02  0.051
C5 -1.51 3.01 0.96  0.013
H10 -3.24 1.92 -1.50  0.008
H11 -4.24 1.90 0.00  0.005
H12 -3.77 0.36 -0.81  -0.001
C6 -3.46 1.39 -0.57  0.021
H13 -1.19 3.59 0.08  0.000
H14 -2.40 3.48 1.41  0.004
H15 -3.26 1.14 2.45  0.010
H16 -1.60 0.54 2.71  0.000
H17 -0.70 2.96 1.70  0.000
H18 -2.79 -0.48 1.83  0.000
Cl1 -0.58 1.91 -2.25  0.111
N1 1.71 1.18 1.52  0.034
C7 1.31 -0.06 1.88  0.024
C8 1.75 -0.77 3.02  -0.003
C9 1.27 -2.04 3.29  0.018
C10 0.34 -2.62 2.41  0.007
C11 -0.07 -1.89 1.31  0.021
N2 0.41 -0.66 1.06  0.058
H19 1.32 1.60 0.67  0.011
H20 2.37 1.71 2.06  0.001
H21 2.47 -0.32 3.70  0.000
H22 1.57 -2.64 4.15  0.001
H23 -0.09 -3.61 2.54  0.000
H24 -0.79 -2.26 0.56  0.023


| no. | maximum force (eV Å⁻¹) | total energy (eV) |
| --- | --- | --- |
| 1 | 5.3 | -23195.247 |
| 2 | 0.9 | -46454.715 |
| 3 | 5.8 | -60275.277 |
| 4 | 6.4 | -58926.433 |
| 5 | 1.8 | -65071.946 |